The following is a quantum chemistry calculation of a structure of composition C38H52BrN4O2SScSi4Te, from OMol25.

The value obtained for the HOMO-LUMO gap (spin up / spin down) is 0.1729 / 0.2126 hartree. As for the LUMO energy (spin up / spin down): 2.044 / 2.037 eV. The spin multiplicity is 2. Its net charge is -1. As for the energy above the lowest of the compared OMol25 structures with the same formula, charge and spin: 96.7 kJ/mol.

Positions of all 104 atoms, in Å:
Sc (-0.44668, 2.47912, 0.19068)
C (2.75680, 1.77725, -2.80855)
C (3.29796, 1.38261, -1.46333)
C (4.31001, 0.43376, -1.38294)
C (4.82181, 0.03664, -0.15905)
C (4.32129, 0.60160, 1.00338)
C (3.31155, 1.55616, 0.95807)
C (2.81588, 2.18798, 2.22903)
C (2.79354, 1.93650, -0.28333)
N (1.73055, 2.89770, -0.31515)
C (2.11711, 4.10357, -0.77588)
O (3.20645, 4.46317, -1.21717)
C (1.04043, 5.14964, -0.63009)
C (1.29933, 6.49419, -0.80973)
C (0.29324, 7.40177, -0.51458)
C (-0.92374, 6.94113, -0.03449)
C (-1.10107, 5.57659, 0.09509)
N (-0.14667, 4.70563, -0.22788)
C (-2.37393, 4.99427, 0.65920)
O (-3.29490, 5.76395, 0.92618)
N (-2.32575, 3.65622, 0.80496)
C (-3.55064, 3.04719, 1.19442)
C (-4.70205, 3.14002, 0.39804)
C (-4.75831, 3.98717, -0.84473)
C (-5.83290, 2.41662, 0.76714)
C (-5.84434, 1.62389, 1.90295)
C (-4.71021, 1.56359, 2.69936)
C (-3.56266, 2.27257, 2.36325)
C (-2.35225, 2.22007, 3.25350)
H (2.96361, 1.00184, -3.54805)
H (3.20655, 2.71572, -3.13921)
H (1.67646, 1.92571, -2.76800)
H (4.68932, -0.00963, -2.29924)
H (5.60109, -0.71570, -0.11068)
H (4.71161, 0.29518, 1.96851)
H (3.22884, 1.67579, 3.09844)
H (1.73174, 2.12694, 2.29995)
H (3.10272, 3.24356, 2.27539)
H (2.28193, 6.78479, -1.15310)
H (0.46578, 8.46431, -0.63388)
H (-1.73685, 7.59223, 0.25261)
H (-3.79044, 4.03077, -1.34563)
H (-5.02872, 5.01354, -0.59205)
H (-5.49338, 3.58558, -1.54550)
H (-6.71734, 2.47368, 0.13999)
H (-6.73252, 1.06328, 2.16983)
H (-4.70987, 0.96045, 3.60018)
H (-2.55696, 1.63202, 4.14693)
H (-2.04982, 3.22513, 3.55577)
H (-1.49676, 1.74005, 2.77412)
C (3.47084, -2.23009, 2.44404)
Si (2.17420, -3.45767, 1.90994)
C (3.02811, -5.11039, 1.59756)
C (0.95697, -3.74684, 3.30040)
Si (1.11019, -2.98609, -0.11425)
Te (0.51164, -0.67180, -0.83012)
Si (2.47317, -3.72832, -1.85419)
C (4.28301, -3.33590, -1.47169)
C (2.32430, -5.58823, -2.09234)
C (2.01970, -2.91822, -3.48083)
Si (-0.89876, -4.15737, -0.17701)
C (-0.69789, -5.95944, 0.32378)
C (-2.14699, -3.35260, 0.96192)
C (-1.57655, -4.08444, -1.92672)
H (3.92949, -2.56238, 3.38234)
H (3.00572, -1.25330, 2.59993)
H (4.25991, -2.11194, 1.69522)
H (3.49593, -5.47750, 2.51754)
H (3.80744, -5.01561, 0.83425)
H (2.31325, -5.86706, 1.25580)
H (1.50395, -3.98254, 4.22028)
H (0.28075, -4.58108, 3.08464)
H (0.35849, -2.84942, 3.46600)
H (4.37665, -2.76203, -0.54650)
H (4.73196, -2.73608, -2.26879)
H (4.86784, -4.25498, -1.36388)
H (2.66349, -6.12724, -1.20175)
H (2.94035, -5.90769, -2.93975)
H (1.29113, -5.88922, -2.29252)
H (1.95815, -1.83153, -3.36513)
H (1.04670, -3.26959, -3.83954)
H (2.77256, -3.14384, -4.24290)
H (-0.28505, -6.03579, 1.33434)
H (-0.01899, -6.48704, -0.35352)
H (-1.66268, -6.47756, 0.31249)
H (-1.90520, -3.53490, 2.01283)
H (-3.15838, -3.72405, 0.76316)
H (-2.13370, -2.26942, 0.80655)
H (-0.91948, -4.59849, -2.63657)
H (-1.65170, -3.03700, -2.23854)
H (-2.57250, -4.53668, -1.99111)
S (0.01990, -0.32640, 2.42987)
C (0.04494, 0.47298, 0.95605)
Br (-6.04578, -0.38083, -2.60969)
C (-4.39879, 0.30137, -2.00088)
C (-3.65160, 1.12302, -2.82231)
C (-2.47047, 1.63675, -2.31514)
N (-2.01115, 1.35442, -1.10131)
C (-2.73612, 0.53033, -0.33876)
C (-3.95111, -0.00625, -0.73574)
H (-3.98127, 1.38296, -3.81759)
H (-1.85967, 2.29457, -2.92337)
H (-2.31280, 0.27584, 0.62577)
H (-4.51096, -0.64328, -0.06704)


The following is a quantum chemistry calculation of a structure of composition C38H52Cl2N6P2Si2V, from OMol25.

The value obtained for the HOMO-LUMO gap (spin up / spin down) is 0.2690 / 0.3066 hartree. As for the LUMO energy (spin up / spin down): 0.582 / 0.558 eV. The spin multiplicity is 4. As for the energy above the lowest of the compared OMol25 structures with the same formula, charge and spin: 0.0 kJ/mol.

Positions of all 103 atoms, in Å:
V (0.05022, 0.08010, -1.14606)
C (3.47005, -0.54073, -3.07786)
Si (3.55685, 0.44450, -1.49567)
C (5.04902, -0.15960, -0.54531)
C (3.90302, 2.19507, -2.00407)
N (2.09063, 0.24235, -0.60769)
P (1.55814, 1.02001, 0.73141)
C (-0.03842, 1.45294, 0.46863)
P (-1.57602, 0.82540, 0.74747)
N (-2.10519, 0.16098, -0.64167)
Si (-3.63482, 0.27842, -1.41281)
C (-4.98984, -0.59789, -0.48104)
C (-4.22641, 2.00799, -1.72129)
C (-3.55410, -0.55995, -3.07128)
C (-2.68932, 2.14817, 1.35541)
C (-2.37665, 3.47847, 1.08326)
C (-3.24302, 4.50065, 1.44968)
C (-4.43388, 4.20114, 2.10223)
C (-4.74500, 2.88008, 2.39959)
C (-3.87394, 1.86099, 2.03053)
C (-1.70193, -0.39911, 2.08185)
C (-2.32319, -1.62811, 1.88112)
C (-2.42476, -2.54959, 2.92121)
C (-1.91889, -2.23954, 4.17468)
C (-1.32437, -1.00137, 4.39291)
C (-1.22562, -0.08737, 3.35564)
C (2.58264, 2.49765, 1.06486)
C (2.10299, 3.76395, 0.74339)
C (2.91355, 4.88434, 0.89582)
C (4.20663, 4.74673, 1.38480)
C (4.68542, 3.48924, 1.73518)
C (3.87543, 2.37376, 1.57587)
C (1.91966, -0.00506, 2.19362)
C (2.02556, 0.56294, 3.46433)
C (2.28196, -0.22675, 4.57565)
C (2.42213, -1.60300, 4.43241)
C (2.32353, -2.17915, 3.17501)
C (2.08842, -1.37848, 2.05996)
H (4.01889, -0.03194, -3.87926)
H (2.43391, -0.66225, -3.41172)
H (3.91699, -1.53329, -2.96007)
H (5.72098, -0.74575, -1.18363)
H (4.74150, -0.79799, 0.29114)
H (5.62980, 0.67523, -0.14033)
H (4.74473, 2.19730, -2.70904)
H (4.16577, 2.83432, -1.15806)
H (3.04707, 2.64975, -2.51428)
H (-5.24879, -0.08444, 0.45030)
H (-4.72498, -1.63182, -0.23814)
H (-5.89247, -0.62419, -1.10410)
H (-4.14680, 2.64844, -0.83816)
H (-5.28403, 1.96615, -2.01160)
H (-3.66728, 2.48097, -2.53948)
H (-3.53911, -1.65277, -2.97586)
H (-2.68648, -0.24544, -3.65962)
H (-4.45051, -0.29835, -3.64707)
H (-1.43899, 3.70087, 0.58621)
H (-2.98998, 5.53033, 1.22853)
H (-5.11163, 4.99585, 2.38932)
H (-5.66297, 2.64291, 2.92295)
H (-4.11860, 0.83419, 2.28089)
H (-2.72418, -1.86524, 0.90633)
H (-2.90099, -3.50655, 2.74668)
H (-1.99465, -2.95570, 4.98375)
H (-0.93599, -0.75065, 5.37168)
H (-0.78202, 0.88327, 3.53628)
H (1.08574, 3.85557, 0.37897)
H (2.53383, 5.86615, 0.63795)
H (4.83887, 5.61897, 1.50440)
H (5.68826, 3.37909, 2.13091)
H (4.25516, 1.39761, 1.85649)
H (1.91703, 1.63559, 3.58366)
H (2.36895, 0.22771, 5.55525)
H (2.61616, -2.22230, 5.30022)
H (2.44491, -3.24969, 3.05818)
H (2.04006, -1.81279, 1.07078)
Cl (-1.26631, 3.81388, -3.77056)
C (-0.09235, 2.89265, -2.84633)
Cl (-0.14870, 1.13213, -3.28081)
H (-0.29968, 2.92887, -1.78416)
H (0.90066, 3.23125, -3.09955)
C (-0.38746, -2.44182, -3.16894)
N (-0.56924, -3.86794, -3.41279)
C (-1.45243, -4.41386, -2.37431)
N (-0.90827, -4.21819, -1.02570)
C (-0.72640, -2.78696, -0.82097)
N (0.19499, -2.16895, -1.82801)
C (1.48977, -2.88816, -1.74256)
N (1.33738, -4.32320, -1.95869)
C (0.73842, -4.52386, -3.28436)
C (0.40795, -4.86121, -0.95572)
H (-1.34277, -1.92821, -3.24278)
H (0.29372, -2.03885, -3.92083)
H (-1.58825, -5.48070, -2.55354)
H (-2.42297, -3.92112, -2.44054)
H (-0.31184, -2.60966, 0.17246)
H (-1.68170, -2.27719, -0.89047)
H (1.92586, -2.69945, -0.76449)
H (2.15411, -2.48627, -2.49936)
H (0.61427, -5.59312, -3.45580)
H (1.41279, -4.12381, -4.04239)
H (0.82882, -4.70276, 0.03861)
H (0.29100, -5.93279, -1.11971)


The E results, record by record, are as follows: -190696.0100; -134260.2098 eV.
The maximum force results, record by record, are as follows: 0.0206; 0.0187 hartree/bohr.